{
  "formula": "C21H24N2O4",
  "method": "ωB97M-V with the def2-TZVPD basis set",
  "elements": ["C", "C", "O", "C", "C", "C", "C", "C", "O", "N", "C", "C", "N", "C", "C", "C", "C", "C", "C", "C", "O", "C", "O", "C", "C", "C", "C", "H", "H", "H", "H", "H", "H", "H", "H", "H", "H", "H", "H", "H", "H", "H", "H", "H", "H", "H", "H", "H", "H", "H", "H"],
  "xyz": [[-7.090794, 0.021681, -1.485621], [-6.965968, -1.063239, -0.419369], [-5.730027, -1.746223, -0.477981], [-4.606447, -1.169032, 0.023733], [-4.544187, 0.056838, 0.679784], [-3.331889, 0.527594, 1.154126], [-2.166460, -0.206705, 0.987951], [-0.867536, 0.268411, 1.558016], [-0.352294, -0.278263, 2.517839], [-0.313753, 1.348809, 0.955181], [-0.699425, 1.849298, -0.341443], [0.276089, 1.307183, -1.415623], [1.598822, 1.020239, -0.883601], [1.814190, -0.379199, -0.524712], [3.250482, -0.611752, -0.140395], [3.576148, -1.099059, 1.114884], [4.897815, -1.321302, 1.498157], [5.871829, -1.029247, 0.576619], [5.551569, -0.531216, -0.688173], [4.252844, -0.316064, -1.070786], [6.705771, -0.326442, -1.400467], [7.760389, -0.715784, -0.548143], [7.233685, -1.148438, 0.686898], [1.928285, 1.951485, 0.175795], [0.988626, 1.819170, 1.392333], [-2.232470, -1.440712, 0.349155], [-3.433292, -1.911155, -0.134832], [-6.340413, 0.795852, -1.344749], [-6.952081, -0.414526, -2.471650], [-8.077816, 0.473052, -1.434604], [-7.133280, -0.648999, 0.582401], [-7.712917, -1.842149, -0.596872], [-5.428293, 0.654245, 0.837602], [-3.296428, 1.477921, 1.667564], [-0.654621, 2.942955, -0.305320], [-1.721245, 1.550680, -0.571809], [-0.129771, 0.397333, -1.860538], [0.383500, 2.055401, -2.210105], [1.585326, -0.971772, -1.416974], [1.164532, -0.725955, 0.290292], [2.787442, -1.315926, 1.819672], [5.147453, -1.703040, 2.473563], [4.005336, 0.074546, -2.042858], [8.328024, -1.537353, -1.015026], [8.435162, 0.139619, -0.381725], [2.960660, 1.783175, 0.484840], [1.859357, 2.956202, -0.250514], [0.879364, 2.784897, 1.899502], [1.370940, 1.091305, 2.110826], [-1.335239, -2.030416, 0.233205], [-3.496986, -2.863939, -0.636073]],
  "forces_ev_per_angstrom": [[0.2, -0.3, 0.2], [-0.4, 0.3, -0.1], [0.3, -0.1, 0.0], [0.2, 0.0, 0.0], [-0.3, -0.1, -0.1], [0.3, -0.1, 0.0], [-0.2, -0.1, 0.2], [-0.1, 0.1, 0.0], [0.0, -0.3, 0.1], [0.1, 0.1, 0.1], [0.0, 0.0, -0.4], [-0.1, 0.2, -0.1], [0.0, -0.1, 0.0], [0.0, 0.0, -0.1], [-0.1, -0.2, 0.2], [-0.2, 0.1, -0.2], [0.5, 0.0, -0.1], [-0.3, 0.2, -0.4], [0.0, -0.2, 0.5], [0.4, 0.0, 0.0], [-0.5, 0.1, -0.1], [1.2, 0.0, -0.3], [-0.4, -0.1, 0.3], [0.0, 0.1, 0.0], [0.3, 0.0, 0.2], [0.0, 0.1, 0.0], [-0.2, 0.0, -0.1], [0.0, 0.1, 0.0], [0.0, 0.0, -0.1], [-0.1, 0.1, 0.0], [0.0, -0.1, -0.1], [0.1, 0.1, 0.1], [-0.1, 0.0, 0.0], [0.0, 0.1, 0.0], [-0.1, -0.1, 0.0], [0.1, 0.1, 0.0], [0.0, 0.0, 0.0], [-0.2, -0.1, 0.0], [-0.1, 0.0, 0.1], [0.0, -0.1, 0.0], [-0.1, 0.0, 0.1], [0.0, -0.1, 0.1], [0.0, 0.1, -0.2], [-0.2, 0.1, 0.1], [-0.2, -0.2, 0.0], [0.0, 0.1, 0.0], [0.1, 0.0, 0.0], [0.1, -0.1, 0.0], [0.0, 0.1, -0.1], [0.1, -0.1, 0.0], [0.0, -0.1, -0.1]],
  "mol_weight_g_mol": 368.4,
  "lumo_ev": 0.739,
  "smiles": "CCOc1ccc(C(=O)N2CCN(Cc3ccc4c(c3)OCO4)CC2)cc1",
  "relative_energy_kcal_mol": 77.7
}